Record 1
C31H61NO16 | ωB97M-V/def2-TZVPD

XYZ file:
```
109
Properties=species:S:1:pos:R:3:forces:R:3:lowdin_charge:R:1
H 2.232 2.248 6.835 -0.003 0.109 0.031 0.088
H 2.220 -2.246 3.653 0.177 -0.021 -0.141 0.127
C -0.666 0.328 -0.434 -0.024 -0.005 -0.175 -0.105
C -2.959 0.839 -0.430 0.082 0.143 -0.476 -0.188
H -3.835 5.670 -1.803 -0.003 0.128 0.026 0.088
C 2.898 7.365 6.716 -0.082 -0.089 0.200 -0.181
C -0.390 -1.893 2.795 -0.093 0.212 0.413 -0.106
H -1.568 -8.723 -5.860 0.080 0.171 -0.078 0.121
H 0.660 3.103 6.927 0.083 0.040 0.051 0.088
C 1.394 -9.488 -5.178 -0.020 0.052 -0.130 -0.117
H 3.719 -0.422 3.671 -0.007 0.032 -0.073 0.125
H -3.642 5.242 0.434 -0.010 0.004 0.048 0.127
O -2.628 -2.346 -1.966 1.305 -0.052 -0.015 0.011
H 1.915 -1.338 2.140 0.046 -0.014 -0.012 0.127
O -3.792 2.700 0.946 0.060 0.105 -0.093 -0.130
H -3.310 0.175 -1.228 -0.109 -0.155 0.171 0.120
C 1.839 -1.304 3.233 -0.252 -0.008 0.353 -0.204
C 1.145 2.137 6.744 -0.112 -0.034 -0.080 -0.109
C 2.665 -0.146 3.754 0.174 -0.020 -0.172 -0.180
C -2.630 3.492 1.146 -0.159 -0.019 0.158 -0.186
O 1.513 7.049 6.636 0.055 0.053 -0.088 -0.131
O 2.384 7.146 3.681 0.156 -0.147 0.148 -0.198
H 0.975 8.586 5.336 0.152 -0.031 -0.149 0.122
O -1.649 1.277 -0.774 0.082 0.180 0.221 -0.194
C -2.741 5.608 -1.828 0.110 -0.136 0.051 -0.117
H -0.941 -5.472 -0.095 -0.472 -0.194 -0.015 0.133
C 0.823 7.516 5.483 -0.144 -0.140 0.100 -0.177
C -0.397 -3.743 -0.568 -0.053 0.482 1.019 -0.411
H -1.722 2.918 0.952 0.032 0.086 -0.204 0.119
C -2.643 4.795 0.371 0.352 -0.145 -0.186 -0.204
C 2.822 10.974 6.171 0.070 -0.095 -0.061 -0.115
C -0.015 -3.770 -2.036 -0.088 -0.166 0.038 -0.020
H 1.619 -8.616 -4.565 0.002 0.022 -0.057 0.082
H 2.330 -10.005 -5.418 -0.005 -0.058 0.080 0.088
C 3.169 8.820 7.037 0.242 0.020 -0.359 -0.204
H -3.234 -7.603 -8.167 -0.017 -0.025 0.006 0.130
H -2.433 5.369 -2.845 0.053 -0.019 0.038 0.087
H 3.428 7.046 5.816 0.006 0.209 -0.084 0.122
H 0.806 1.424 7.493 -0.047 -0.012 -0.057 0.088
C 1.143 6.729 4.229 0.144 0.357 -0.195 -0.199
C 2.954 6.161 2.847 -0.030 0.157 0.048 -0.105
O 3.059 9.618 5.869 -0.238 0.020 -0.002 -0.201
N 0.643 -3.816 -4.652 0.496 0.146 -0.853 0.108
H 0.742 -10.156 -4.603 0.079 -0.076 0.016 0.090
O 0.745 -9.045 -6.348 -0.147 -0.004 0.162 -0.207
H 0.912 -3.813 -5.629 -0.145 -0.055 0.019 0.182
H 0.110 -10.998 -6.643 -0.019 -0.022 -0.030 0.130
C -2.328 -8.802 -6.639 -0.188 -0.114 -0.061 -0.178
H 1.873 11.092 6.706 0.045 0.060 0.085 0.088
H 2.465 0.049 4.809 -0.208 -0.064 -0.016 0.122
H -1.968 -6.254 -9.517 -0.101 0.095 -0.017 0.090
O -1.990 -9.809 -7.586 0.109 0.096 0.018 -0.127
H 0.367 6.909 3.473 -0.155 -0.146 0.092 0.128
H 0.427 3.284 4.336 0.126 0.143 -0.105 0.121
C -1.006 -3.633 -3.006 -0.376 -0.370 0.555 -0.021
H -0.841 -0.620 -0.955 -0.032 -0.052 0.117 0.070
O -3.345 -4.215 -2.905 0.971 -0.896 -0.787 0.022
H -2.317 -5.032 -8.250 -0.065 0.020 -0.128 0.088
H -0.647 -5.327 -8.789 0.010 -0.029 0.051 0.082
H 3.156 5.245 3.415 -0.065 -0.079 -0.084 0.082
H -2.635 3.740 2.211 -0.061 0.019 -0.008 0.125
H 2.093 -3.998 -1.658 -0.024 -0.019 -0.249 0.138
C -0.695 -9.723 -8.167 -0.128 -0.206 -0.021 -0.181
H -0.165 -2.963 2.827 -0.001 -0.014 -0.122 0.086
H 3.900 6.547 2.470 -0.043 0.055 -0.001 0.088
C -3.893 2.023 -0.306 -0.092 -0.127 0.175 -0.174
H 3.638 11.392 6.771 -0.058 0.060 0.049 0.087
O 2.528 1.036 2.973 -0.067 -0.004 0.104 -0.130
H 0.446 1.099 2.953 -0.042 -0.011 0.219 0.118
H 1.310 2.487 2.309 0.072 0.005 0.013 0.125
C -2.461 -3.416 -2.595 -2.065 1.185 0.666 -0.711
H 2.758 11.522 5.232 0.044 -0.054 -0.015 0.088
H 2.461 9.161 7.802 0.002 -0.039 0.034 0.128
C -0.638 -3.668 -4.328 -0.804 0.089 0.057 0.049
O -1.417 -6.779 -7.593 0.121 -0.009 -0.203 -0.215
H 2.160 2.971 4.660 0.013 0.028 -0.036 0.121
C -2.626 -7.457 -7.267 0.246 0.151 0.275 -0.194
O 0.141 -3.017 0.220 -0.001 -0.541 -1.158 0.146
C 1.305 1.751 3.117 0.139 0.129 -0.155 -0.178
C 1.195 2.503 4.427 -0.379 -0.222 0.082 -0.210
H -2.943 0.286 0.517 -0.028 -0.015 0.003 0.133
H 0.306 0.724 -0.731 -0.038 0.069 -0.009 0.091
H -3.776 2.717 -1.140 0.201 -0.046 -0.025 0.120
H -1.908 5.486 0.807 -0.125 0.074 0.159 0.123
H -0.326 -1.530 1.773 0.022 -0.131 -0.002 0.039
H -3.179 -6.835 -6.552 -0.175 -0.082 -0.045 0.131
H -0.655 0.159 0.650 0.008 -0.067 -0.033 0.068
H -3.244 -9.155 -6.162 -0.015 -0.010 -0.065 0.130
H -0.521 -8.737 -8.602 0.129 0.062 0.164 0.120
H 2.297 5.937 1.999 0.021 -0.114 -0.010 0.089
C -1.609 -5.797 -8.588 0.038 -0.084 0.189 -0.118
C 0.419 -10.120 -7.219 0.172 0.373 -0.099 -0.200
H 1.173 5.661 4.471 -0.043 -0.009 0.021 0.110
H -1.391 -3.569 -5.105 0.324 -0.130 -0.051 0.164
H 2.657 -4.020 -4.047 -0.374 0.001 -0.495 0.143
C 1.617 -3.931 -3.751 1.094 -0.151 0.629 -0.042
O 0.488 -1.165 3.631 -0.052 0.160 -0.053 -0.194
O -2.283 4.577 -0.984 -0.202 -0.044 -0.074 -0.200
H 3.279 6.763 7.544 -0.068 0.026 0.036 0.126
H -2.305 6.572 -1.542 -0.090 0.071 -0.028 0.086
H -1.405 -1.732 3.155 0.050 -0.006 0.103 0.097
H -0.237 7.368 5.706 0.026 -0.065 0.030 0.127
O -1.389 -4.616 -0.169 0.955 0.193 -0.545 0.118
O 0.801 1.632 5.473 0.252 -0.100 0.063 -0.195
H -0.705 -10.441 -8.990 -0.026 -0.046 0.056 0.128
H 1.319 -10.366 -7.799 -0.057 -0.191 -0.031 0.128
C 1.321 -3.924 -2.418 -0.664 0.206 0.783 0.041
H -4.918 1.646 -0.342 0.017 -0.020 0.091 0.127
H 4.193 8.923 7.420 -0.051 -0.049 0.197 0.127
```
Forces are in eV/Å.

As for the frontier orbital gap: 0.2489 hartree. Its HOMO energy is -8.43 eV. The total energy is -67377.90541 eV. Its charge is 0.

***

Record 2
C2H7NO2S2 | ωB97M-V/def2-TZVPD

XYZ file:
```
14
Properties=species:S:1:pos:R:3:forces:R:3:lowdin_charge:R:1
H 0.638 -1.186 -1.184 0.220 0.192 -0.093 0.093
H -1.691 0.706 -1.740 0.136 -0.093 -0.259 0.004
N 0.247 -1.695 0.820 0.284 0.058 0.263 0.030
H -0.314 -2.499 0.588 0.025 0.138 0.047 0.097
C 0.552 -0.815 -0.175 -0.971 0.390 -0.179 -0.384
H 3.255 0.881 1.004 -0.070 0.512 0.096 0.044
H -2.541 -0.575 -0.722 -0.043 -0.359 0.004 -0.008
O 2.639 0.196 0.735 -0.580 -0.316 -0.359 -0.313
H 0.078 -1.297 1.729 -0.110 -0.131 0.110 0.089
S -2.176 1.426 0.506 -0.172 -0.300 -0.015 0.644
S 1.148 0.802 0.197 0.558 -1.271 0.565 0.814
H -1.291 2.342 0.106 0.047 0.121 -0.048 -0.152
C -1.888 0.274 -0.776 0.564 0.606 0.473 -0.483
O 1.345 1.441 -1.089 0.113 0.453 -0.604 -0.473
```
Forces are in eV/Å.

As for the frontier orbital gap (spin up / spin down): 0.2740 / 0.2856 hartree. Its HOMO energy (spin up / spin down) is -7.18 / -7.51 eV. The total energy is -29439.12455 eV. Its charge is 0. The energy relative to the best compared isomer or geometry (same formula, charge and spin) is 106.2 kcal/mol.

***

Record 3
C2H3Cl2P | ωB97M-V/def2-TZVPD

XYZ file:
```
8
Properties=species:S:1:pos:R:3:forces:R:3:lowdin_charge:R:1
P -2.487 0.103 0.702 0.568 0.008 -0.186 0.128
C 0.079 -0.352 0.446 1.312 -0.342 0.403 -0.129
H -0.879 0.268 -1.435 -0.342 -0.617 2.316 0.109
H 1.034 -0.571 -0.108 -0.834 0.282 0.949 0.066
C -0.964 0.044 -0.290 0.337 0.481 -0.655 -0.543
Cl -3.325 -1.523 -0.197 -0.512 -0.480 -0.158 0.148
Cl -3.506 1.608 -0.210 -0.256 0.411 -0.230 0.135
H 0.089 -0.505 1.606 -0.273 0.257 -2.439 0.087
```
Forces are in eV/Å.

As for the frontier orbital gap: 0.3804 hartree. Its HOMO energy is -9.73 eV. The total energy is -36456.56200 eV. Its charge is 0. The SMILES is C=CP(Cl)Cl. The energy relative to the best compared isomer or geometry (same formula, charge and spin) is 0.0 kcal/mol.